Here is a 7-piece molecular cluster, C49H110F6N6P overall in a non-equilibrium geometry from OMol25. Energies are from ωB97M-V with the def2-TZVPD basis set.

electronic energy = -3200.60502 Eh
multiplicity = 1
charge = +5
largest force on an atom = 0.05878 Eh/bohr

Element x y z (Å)
P1 8.74924 3.26359 20.63228
F1 7.45907 3.88170 19.74728
F2 7.78449 2.16622 21.33376
F3 8.99800 2.27301 19.40124
F4 9.99628 2.60390 21.46026
F5 9.72474 4.34007 19.94409
F6 8.51144 4.29713 21.88899
C1 14.63322 -1.30096 21.50426
C2 15.38500 -1.03084 22.91709
C3 14.58042 -1.36508 24.19923
N1 14.98682 -0.72562 25.54166
C4 14.96850 0.82408 25.41337
C5 14.08401 -1.11230 26.73917
C6 14.91715 -0.82134 27.96880
C7 16.39046 -0.88633 27.54832
C8 16.38888 -1.18074 26.09820
H1 13.73664 -0.68312 21.45391
H2 14.49371 -2.38123 21.46360
H3 15.31902 -1.00931 20.70882
H4 15.78275 -0.01658 22.88287
H5 16.26567 -1.67288 22.89948
H6 14.61637 -2.43561 24.40119
H7 13.53276 -1.06690 24.15942
H8 15.41296 1.24688 26.31437
H9 13.91747 1.10961 25.36966
H10 15.61627 1.19758 24.62028
H11 13.16953 -0.52008 26.77249
H12 13.94889 -2.18065 26.57041
H13 14.66260 0.09336 28.50417
H14 14.69980 -1.56925 28.73135
H15 16.82512 0.06950 27.84086
H16 16.95791 -1.70839 27.98458
H17 17.19901 -0.62125 25.63049
H18 16.49516 -2.23231 25.83173
C9 7.65725 -5.49754 22.93972
C10 6.52722 -4.49577 23.09827
C11 5.12658 -5.16914 22.68485
N2 4.01770 -4.28810 22.05601
C12 4.58230 -3.67970 20.78850
C13 3.47816 -3.17180 22.97837
C14 2.01706 -3.02994 22.56544
C15 1.51384 -4.42717 22.32609
C16 2.76373 -5.11871 21.65552
H19 8.57794 -5.16332 23.41797
H20 7.79356 -5.58130 21.86152
H21 7.31776 -6.42374 23.40340
H22 6.70060 -3.56770 22.55354
H23 6.58576 -4.34738 24.17653
H24 4.69963 -5.63252 23.57429
H25 5.19536 -5.94411 21.92144
H26 3.83895 -3.16819 20.17703
H27 4.92880 -4.49893 20.15849
H28 5.37312 -2.99311 21.09064
H29 4.16846 -2.33622 22.86258
H30 3.51533 -3.72454 23.91709
H31 1.96583 -2.42078 21.66299
H32 1.27601 -2.61528 23.24881
H33 0.64512 -4.49841 21.67161
H34 1.24013 -4.88774 23.27533
H35 2.66163 -5.28990 20.58390
H36 2.76390 -6.14001 22.03636
C17 -0.16033 11.24865 20.45584
C18 1.11763 12.03274 20.73926
C19 2.24470 11.04372 20.94913
N3 3.62529 11.74936 20.84095
C20 3.61964 13.16346 21.65389
C21 4.03879 11.92205 19.31845
C22 5.42652 11.28036 19.18435
C23 5.97497 11.14896 20.58646
C24 4.73964 10.84518 21.37464
H37 -0.53793 10.63681 21.27509
H38 -0.07328 10.63027 19.56246
H39 -0.94437 11.93836 20.14331
H40 0.88513 12.79309 21.48484
H41 1.32048 12.59581 19.82827
H42 2.19382 10.19137 20.27163
H43 2.15452 10.62368 21.95089
H44 4.62935 13.57318 21.68085
H45 3.18826 12.94086 22.62983
H46 2.92605 13.72413 21.02724
H47 3.93241 12.99592 19.16488
H48 3.32005 11.44720 18.65059
H49 6.05623 11.84212 18.49443
H50 5.34095 10.28015 18.75968
H51 6.44983 12.07194 20.91918
H52 6.61765 10.27002 20.53613
H53 4.94994 11.01197 22.43107
H54 4.47610 9.81146 21.15086
C25 1.82130 1.26492 10.42658
C26 3.11245 1.08298 11.24260
C27 3.61367 2.39748 11.90064
N4 5.02072 2.32566 12.55299
C28 4.94566 1.57869 13.93473
C29 6.18417 1.72864 11.67697
C30 7.40219 2.40541 12.23582
C31 7.03080 3.75971 12.80990
C32 5.48050 3.76142 12.81054
H55 2.11314 1.65516 9.45157
H56 1.12609 1.97818 10.86932
H57 1.30686 0.31481 10.28257
H58 3.85575 0.68743 10.55041
H59 2.96362 0.25075 11.93060
H60 3.03105 2.68284 12.77656
H61 3.59479 3.15177 11.11401
H62 5.91655 1.54544 14.42906
H63 4.53726 0.60243 13.67353
H64 4.29089 2.07425 14.65152
H65 6.11927 0.65478 11.85223
H66 5.93975 1.95508 10.63914
H67 7.83570 1.71185 12.95633
H68 8.10783 2.55945 11.41945
H69 7.46038 3.99929 13.78261
H70 7.50891 4.49907 12.16736
H71 5.24197 4.14840 13.80122
H72 5.14743 4.39999 11.99237
C33 15.17746 8.90761 25.96863
C34 15.98976 10.21151 26.27884
C35 17.33648 9.93843 27.00923
N5 18.03982 11.23798 27.58706
C36 17.07462 11.95280 28.49933
C37 18.69765 12.12454 26.47916
C38 19.80336 12.97165 27.14804
C39 20.30093 12.06609 28.29622
C40 19.32267 10.93380 28.39109
H73 15.64518 8.38599 25.13361
H74 14.18404 9.20704 25.63462
H75 15.12076 8.24375 26.83129
H76 15.24582 10.78906 26.82755
H77 16.28860 10.83056 25.43292
H78 18.00992 9.50569 26.26941
H79 17.34810 9.27812 27.87638
H80 17.73627 12.45955 29.20184
H81 16.52015 11.14279 28.97319
H82 16.36948 12.62252 28.00704
H83 17.94176 12.83175 26.13771
H84 19.12016 11.50193 25.69053
H85 19.42815 13.89620 27.58683
H86 20.64055 13.14461 26.47180
H87 20.36183 12.51530 29.28749
H88 21.27850 11.64035 28.06996
H89 19.06401 10.45543 29.33574
H90 19.79732 10.14042 27.81373
C41 6.86415 8.47817 29.82036
C42 7.22924 7.01744 29.58569
C43 5.96966 6.06510 29.90928
N6 6.19320 4.59530 29.43356
C44 5.14030 3.69150 30.14192
C45 3.69594 4.01530 29.63728
C46 3.52604 3.95628 28.08367
C47 4.71080 4.68810 27.30128
C48 6.10286 4.33313 27.89088
C49 7.61291 4.20371 29.98780
H91 6.06732 8.81343 29.15647
H92 7.72237 9.14202 29.71615
H93 6.41439 8.68727 30.79097
H94 8.18519 6.78534 30.05515
H95 7.48281 6.91514 28.53054
H96 5.05836 6.42340 29.43046
H97 5.75506 5.97609 30.97424
H98 5.30676 3.77963 31.21552
H99 5.44326 2.68943 29.83833
H100 3.45151 5.02288 29.97365
H101 2.97069 3.39737 30.16669
H102 2.54982 4.32030 27.76339
H103 3.42488 2.93136 27.72671
H104 4.53102 5.76240 27.26041
H105 4.77507 4.36400 26.26257
H106 6.89960 4.91296 27.42492
H107 6.32075 3.26719 27.82459
H108 7.76170 3.12675 29.90952
H109 7.54194 4.21600 31.07542
H110 8.48546 4.66043 29.52073

Here is C41H28ClMgN9O4S2 as an isolated structure in a non-equilibrium geometry from OMol25. Energies are from ωB97M-V with the def2-TZVPD basis set.

electronic energy = -3829.89201 Eh
multiplicity = 1
largest force on an atom = 0.02663 Eh/bohr

Element x y z (Å)
Mg1 0.03932 -0.69132 -0.05705
C1 -0.72979 -3.69952 2.98102
C2 -1.82959 -3.09274 3.58318
C3 -2.54847 -2.17438 2.85798
C4 -2.16516 -1.86706 1.53860
N1 -1.03391 -2.37479 1.00213
C5 -0.36531 -3.28508 1.72011
N2 -3.08093 -1.15912 0.79835
C6 -2.85941 -0.61427 -0.34709
N3 -1.66411 -0.40087 -0.97660
C7 -1.88574 0.28671 -2.12453
N4 -1.03239 0.72684 -2.99192
C8 0.32820 0.68789 -2.84149
C9 1.05443 1.23765 -3.92022
C10 2.42247 1.32061 -3.86756
C11 3.07172 0.86577 -2.72158
C12 2.30544 0.33574 -1.71174
N5 0.97248 0.20735 -1.75280
C13 -3.34211 0.49168 -2.29959
C14 -4.08274 1.10660 -3.28659
C15 -5.46232 1.16113 -3.11768
C16 -6.07269 0.60932 -1.99743
C17 -5.32194 -0.02464 -1.01267
C18 -3.95228 -0.05940 -1.17427
H1 -0.16093 -4.46654 3.48569
H2 -2.11816 -3.35333 4.59227
H3 -3.41831 -1.67568 3.25985
H4 0.50563 -3.72376 1.24921
H5 0.48343 1.59853 -4.76242
H6 2.98910 1.74283 -4.68683
H7 4.14496 0.93221 -2.61514
H8 2.77792 -0.00775 -0.80499
H9 -3.60260 1.53259 -4.15702
H10 -6.06910 1.65783 -3.86391
H11 -7.14758 0.67690 -1.88920
H12 -5.79180 -0.48068 -0.15160
O1 -0.76361 0.93516 5.59026
C19 -1.36851 2.00373 5.10872
O2 -1.82878 2.86249 5.82247
C20 -1.45621 2.11227 3.62503
C21 -2.16127 3.08474 2.94264
Cl1 -3.08728 4.35516 3.57457
N6 -1.94746 2.89797 1.61289
N7 -1.13815 1.85129 1.40717
C22 -0.83576 1.36378 2.59279
C23 0.08291 0.18072 2.67122
O3 0.26642 -0.35759 3.77024
O4 0.65888 -0.18328 1.59588
C24 -2.39663 3.68642 0.51685
C25 -1.51667 3.89568 -0.53735
C26 -1.90776 4.67163 -1.61366
C27 -3.16824 5.24557 -1.63745
C28 -4.04963 5.01654 -0.59144
C29 -3.67710 4.22620 0.48321
H13 -0.39257 0.33727 4.86993
H14 -0.53086 3.45637 -0.49800
H15 -1.22501 4.82343 -2.43897
H16 -3.47442 5.86823 -2.46802
H17 -5.03991 5.45118 -0.62037
H18 -4.37605 4.04034 1.28295
S1 2.99052 -4.40135 -0.75782
C30 1.74283 -3.22016 -0.94775
N8 1.84041 -2.15879 -0.22681
C31 2.97728 -2.19404 0.57077
C32 3.42036 -1.20311 1.45119
C33 4.57265 -1.41801 2.17632
C34 5.29859 -2.60511 2.04471
C35 4.89781 -3.58750 1.16296
C36 3.74112 -3.36785 0.42323
H19 0.93308 -3.39911 -1.64123
H20 2.82936 -0.30944 1.57624
H21 4.91227 -0.65818 2.86752
H22 6.18407 -2.75434 2.64780
H23 5.46221 -4.50244 1.04640
S2 1.58716 2.97352 0.16176
C37 3.06351 3.34723 0.82300
N9 3.23676 4.57993 1.40941
C38 4.40360 5.02345 1.93322
C39 5.50766 4.23646 1.91425
C40 5.39568 2.93903 1.35490
C41 4.21555 2.50589 0.83352
H24 2.41146 5.16313 1.41947
H25 4.39607 6.01698 2.35687
H26 6.44218 4.58848 2.32097
H27 6.26435 2.29339 1.34739
H28 4.11700 1.51912 0.40801